(1)
Formula: C28H25N3O6S
Source: the OMol25 dataset
Level of theory: ωB97M-V/def2-TZVPD

Its lowest unoccupied orbital energy is 0.08 eV. As for the SMILES: COC(=O)c1ccccc1NC(=S)N(Cc1ccc2c(c1)OCO2)Cc1cc2cc(OC)ccc2[nH]c1=O. As for the total charge: 0. Its multiplicity is 1. Its total energy is -57033.045 eV. The value obtained for the orbital gap is 0.289 Ha.

Each line ends with the Mulliken charge.
Positions of all 63 atoms, in Å:
1 C -2.87375 -1.21347 -4.07175  -0.835
2 O -1.77143 -1.93207 -3.53575  -0.332
3 C -0.93681 -2.48934 -4.43753  0.479
4 O -1.12289 -2.39011 -5.62611  -0.647
5 C 0.21949 -3.19977 -3.84654  0.516
6 C 1.13880 -3.71355 -4.76520  -0.712
7 C 2.27708 -4.37271 -4.35675  -0.649
8 C 2.51273 -4.54079 -2.99875  -0.682
9 C 1.61795 -4.05111 -2.07209  -0.111
10 C 0.46214 -3.36924 -2.46987  0.257
11 N -0.44503 -2.92255 -1.52617  0.134
12 C -0.28821 -2.76275 -0.17046  -0.082
13 S -1.57706 -3.18443 0.78357  -0.294
14 N 0.86396 -2.25413 0.31385  0.045
15 C 1.71700 -1.35778 -0.45352  -1.200
16 C 1.24718 0.07632 -0.35265  0.438
17 C 2.08619 1.05820 0.14868  -0.596
18 C 1.65737 2.37179 0.33226  -0.823
19 C 0.35719 2.65756 0.00040  0.945
20 C -0.48456 1.68084 -0.53519  0.492
21 C -0.06282 0.39113 -0.73096  -0.793
22 O -1.71206 2.22688 -0.78678  -0.568
23 C -1.63014 3.57403 -0.37396  -0.388
24 O -0.32883 3.83667 0.11228  -0.485
25 C 1.10311 -2.25155 1.74767  -1.882
26 C 0.90472 -0.89793 2.37161  0.641
27 C -0.28478 -0.25769 2.37180  0.214
28 C -0.41208 1.08193 2.84902  0.968
29 C -1.59717 1.80921 2.75203  -0.229
30 C -1.65364 3.13346 3.15897  0.264
31 O -2.84735 3.76714 2.97509  -0.446
32 C -2.96823 5.11070 3.37787  -0.956
33 C -0.51403 3.73492 3.70273  -0.551
34 C 0.66124 3.02381 3.81591  -1.118
35 C 0.73384 1.70298 3.38238  -0.408
36 N 1.90273 0.99067 3.44248  0.096
37 C 2.10043 -0.26615 2.92623  -0.072
38 O 3.21066 -0.77363 2.94881  -0.729
39 H -2.52324 -0.44536 -4.76327  0.332
40 H -3.54222 -1.89044 -4.60746  0.328
41 H -3.38213 -0.76301 -3.22296  0.285
42 H 0.92415 -3.57149 -5.81357  0.475
43 H 2.97355 -4.75940 -5.08368  0.407
44 H 3.39227 -5.06756 -2.66077  0.430
45 H 1.79098 -4.21048 -1.01879  0.454
46 H -1.41473 -2.93976 -1.81793  0.334
47 H 2.72930 -1.44248 -0.05126  0.339
48 H 1.73501 -1.66298 -1.50089  0.508
49 H 3.09826 0.79961 0.41998  0.396
50 H 2.31140 3.12936 0.72953  0.470
51 H -0.72724 -0.34869 -1.14381  0.753
52 H -1.84154 4.23441 -1.23042  0.296
53 H -2.36765 3.75924 0.42188  0.253
54 H 2.14085 -2.55532 1.92247  0.364
55 H 0.42576 -2.98136 2.19820  0.786
56 H -1.16182 -0.74377 1.96987  0.339
57 H -2.47952 1.34920 2.33579  0.470
58 H -2.27698 5.75863 2.82882  0.351
59 H -2.80166 5.22479 4.45351  0.380
60 H -3.99245 5.39571 3.14236  0.258
61 H -0.53524 4.76123 4.03136  0.471
62 H 1.53816 3.49869 4.23104  0.395
63 H 2.72379 1.44375 3.82639  0.223

Cartesian forces, eV/Å:
C -0.29 0.19 -0.34
O 0.29 -0.23 0.15
C -0.26 0.22 -0.40
O -0.02 0.00 0.19
C 0.28 -0.13 0.21
C -0.08 0.00 0.06
C 0.03 -0.01 -0.04
C -0.09 0.07 -0.05
C -0.09 -0.04 0.04
C 0.42 -0.22 -0.41
N -0.22 0.31 0.05
C -0.05 -0.16 0.18
S -0.58 -0.17 0.24
N -0.21 -0.30 -0.33
C 0.12 0.23 -0.36
C 0.29 0.22 -0.13
C -0.04 -0.26 -0.24
C -0.37 0.35 -0.10
C -0.13 -0.44 -0.22
C 0.50 0.20 0.18
C -0.18 0.31 -0.06
O 0.10 -0.49 -0.09
C -0.92 0.89 -0.05
O 0.43 -0.08 0.09
C 0.13 -0.22 0.43
C -0.41 -0.09 0.13
C 0.39 -0.34 0.14
C 0.29 0.54 0.33
C 0.07 0.28 0.11
C 0.15 -0.24 -0.02
O -0.07 -0.23 -0.09
C -0.03 0.16 0.04
C -0.25 0.06 -0.05
C 0.05 -0.21 -0.06
C -0.70 0.15 -0.07
N 0.42 0.01 0.21
C -0.13 0.31 0.16
O 0.29 -0.17 -0.06
H -0.05 -0.05 0.07
H 0.04 0.08 0.05
H 0.03 -0.04 -0.03
H -0.01 0.01 -0.05
H 0.06 -0.03 -0.08
H 0.08 -0.05 0.05
H 0.01 0.00 0.08
H 0.25 0.03 0.22
H -0.02 -0.02 -0.09
H 0.11 0.03 0.20
H 0.12 -0.08 0.09
H 0.10 0.12 0.08
H -0.13 -0.15 -0.06
H 0.12 -0.19 0.15
H 0.21 -0.10 -0.11
H -0.15 0.03 -0.06
H 0.20 0.11 -0.08
H -0.05 -0.11 -0.12
H -0.14 -0.07 -0.08
H -0.01 -0.01 0.04
H 0.02 0.01 -0.04
H 0.08 0.04 0.04
H -0.02 0.10 0.02
H 0.10 0.07 0.05
H -0.08 -0.18 -0.11



(2)
Formula: C28H25N4NiO5
Source: the OMol25 dataset
Level of theory: ωB97M-V/def2-TZVPD

Its lowest unoccupied orbital energy (alpha / beta) is 2.10 / 2.10 eV. As for the total charge: -1. Its multiplicity is 1. Its total energy is -86681.807 eV. The value obtained for the orbital gap (alpha / beta) is 0.197 / 0.199 Ha.

Each line ends with the Mulliken charge.
Positions of all 63 atoms, in Å:
1 Ni 0.58326 -0.28316 -0.19620  -0.016
2 O 0.86246 0.12134 -2.15910  -0.359
3 C 1.91246 0.22304 -2.87330  -0.046
4 C 1.79106 0.19294 -4.28920  -0.742
5 C 2.86796 0.36404 -5.11870  -0.386
6 C 4.14326 0.57354 -4.59350  -0.696
7 C 4.30696 0.59694 -3.22690  -0.657
8 C 3.23376 0.41584 -2.34650  0.820
9 C 3.47446 0.44014 -0.93640  -0.414
10 N 2.61596 0.14354 -0.01710  0.530
11 N 3.01306 0.25944 1.27140  -0.938
12 C 2.05116 -0.00736 2.13810  0.370
13 O 0.89456 -0.40896 1.83440  -0.474
14 C 2.36936 0.24594 3.56580  0.319
15 C 1.31856 0.45644 4.45530  -0.439
16 C 1.57836 0.72254 5.78600  -0.591
17 C 2.88606 0.76654 6.24280  -0.329
18 C 3.93436 0.54714 5.36220  -0.618
19 C 3.68056 0.29644 4.02680  -0.292
20 H 0.80066 0.03014 -4.69240  0.400
21 H 2.72856 0.33904 -6.19330  0.368
22 H 4.98986 0.71104 -5.25450  0.361
23 H 5.29546 0.74764 -2.80650  0.337
24 H 4.47776 0.74614 -0.61940  0.300
25 H 0.30906 0.39954 4.07450  0.481
26 H 0.75996 0.89644 6.47210  0.378
27 H 3.08896 0.96444 7.28700  0.363
28 H 4.95386 0.57384 5.72360  0.358
29 H 4.48406 0.12814 3.32630  0.433
30 O -4.84774 3.37124 -1.14230  -0.514
31 C -3.75254 4.07894 -0.60190  -0.730
32 C -2.53824 3.19364 -0.51490  0.519
33 C -1.25704 3.71234 -0.66830  -0.986
34 C -0.17094 2.88704 -0.43230  -0.545
35 N -0.28834 1.62644 -0.04980  0.064
36 C -1.51034 1.09634 0.01500  0.564
37 C -2.65904 1.84574 -0.21300  -0.553
38 C -1.70934 -1.47236 -0.60420  3.315
39 C -2.78634 -2.42666 -0.18170  -1.758
40 C -2.54544 -3.74476 0.00930  1.234
41 C -3.69824 -4.68566 0.27050  -0.926
42 O -4.53484 -4.84746 -0.86590  -0.529
43 C -1.21574 -4.21826 -0.08950  -1.386
44 C -0.20204 -3.30346 -0.34020  -0.522
45 N -0.36884 -2.03636 -0.62410  -0.308
46 H -5.64234 3.90404 -1.04900  0.300
47 H -3.98954 4.42644 0.41770  0.283
48 H -3.52444 4.96704 -1.21070  0.315
49 H -1.10924 4.74664 -0.94480  0.373
50 H 0.84066 3.25824 -0.52420  0.476
51 H -3.63144 1.39164 -0.12080  0.570
52 H -3.76914 -1.99946 -0.03050  0.458
53 H -4.30054 -4.31306 1.11300  0.262
54 H -3.34574 -5.68886 0.51680  0.318
55 H -4.74414 -3.96606 -1.19340  0.382
56 H -0.98514 -5.26506 0.03720  0.284
57 H 0.82756 -3.64676 -0.35550  0.444
58 C -2.05544 -0.89316 -1.99070  -1.911
59 C -1.61944 -0.33076 0.47340  0.333
60 O -1.87904 -0.57176 1.63600  -0.613
61 H -2.97854 -0.31536 -1.95170  0.325
62 H -2.17654 -1.71856 -2.69300  0.500
63 H -1.23854 -0.26486 -2.33970  0.142

Cartesian forces, eV/Å:
Ni 3.37 -1.39 -0.69
O -1.51 -0.36 1.45
C 1.17 0.11 -0.23
C -0.25 -0.04 0.13
C 0.08 0.04 -0.01
C 0.27 0.05 -0.16
C -0.04 -0.03 0.10
C -0.69 -0.15 -0.56
C 0.02 -0.05 1.16
N -0.32 0.16 -1.13
N 0.69 0.41 1.42
C 1.35 0.31 -1.35
O -1.64 -0.28 -1.28
C -0.14 -0.10 0.21
C 0.05 -0.11 -0.25
C -0.02 0.06 0.17
C -0.01 0.01 0.12
C 0.08 0.04 0.09
C -0.03 -0.05 -0.10
H -0.07 0.00 0.01
H -0.03 -0.01 -0.01
H 0.01 0.00 0.04
H 0.02 0.02 0.04
H -0.10 -0.13 0.12
H -0.08 -0.02 -0.01
H -0.04 -0.01 0.03
H 0.01 0.02 0.05
H 0.05 0.00 0.00
H 0.04 0.01 -0.07
O -0.13 -0.23 -0.10
C 0.13 0.39 0.11
C -0.01 -0.21 -0.06
C -0.07 -0.11 0.14
C 0.21 0.39 0.00
N -0.47 -0.29 -0.15
C -0.33 0.89 0.46
C 0.05 0.11 0.07
C -0.62 0.24 -0.15
C -0.10 -0.69 0.30
C -0.53 0.79 -0.20
C 0.08 0.20 0.29
O -0.33 -0.13 -0.28
C 1.09 -0.03 -0.19
C -0.13 -1.44 0.33
N 0.10 2.16 0.32
H 0.05 -0.01 0.02
H 0.08 -0.02 -0.16
H 0.05 -0.14 0.10
H 0.06 0.06 -0.01
H 0.09 0.03 -0.06
H -0.13 -0.08 0.02
H -0.21 0.01 0.08
H 0.12 -0.05 -0.03
H 0.07 0.09 0.03
H 0.17 0.00 -0.01
H 0.07 -0.05 0.02
H 0.08 -0.01 0.08
C 0.27 0.03 0.21
C -1.97 -0.80 0.05
O 0.27 0.37 -0.36
H -0.17 0.00 -0.04
H -0.01 -0.03 0.06
H -0.04 0.09 -0.15



> total charge of number 2 (C28H25N4NiO5)?

-1